(1)
The following is a quantum chemistry calculation of a cluster of 8 separate species, C20H34ClN4O7S in total at a distorted geometry, from the Open Molecules 2025 dataset.

Its charge is -1. As for the spin multiplicity: 1. For the total energy, the calculation gives -2386.2881 hartree.

Each line ends with the natural charge from an NBO analysis.
Element x y z (Å)
Cl (-6.259, 12.093, 12.716)  2.54
O (-5.193, 12.823, 13.356)  -0.88
O (-6.399, 10.733, 13.178)  -0.88
O (-7.506, 12.744, 13.004)  -0.86
O (-5.968, 12.177, 11.285)  -0.89
C (-3.237, 12.722, 8.868)  -0.24
O (-4.420, 13.447, 9.111)  -0.75
H (-2.366, 13.151, 9.371)  0.15
H (-3.305, 11.663, 9.125)  0.18
H (-3.023, 12.740, 7.797)  0.16
H (-4.768, 13.227, 9.985)  0.50
C (-6.779, 15.470, 10.538)  -0.26
O (-6.727, 16.842, 10.746)  -0.72
H (-6.659, 15.052, 9.532)  0.17
H (-6.111, 14.906, 11.193)  0.18
H (-7.796, 15.143, 10.779)  0.17
H (-5.858, 17.045, 11.098)  0.46
N (-2.268, 9.567, 10.772)  -0.51
C (-2.059, 9.010, 9.529)  -0.10
C (-3.293, 8.846, 8.950)  -0.32
C (-4.271, 9.316, 9.856)  -0.28
C (-3.605, 9.721, 10.963)  -0.07
H (-1.565, 9.623, 11.487)  0.41
H (-1.058, 8.762, 9.215)  0.20
H (-3.469, 8.454, 7.959)  0.21
H (-5.344, 9.297, 9.756)  0.21
H (-3.977, 10.070, 11.915)  0.23
N (-6.202, 7.414, 13.045)  -0.51
C (-6.990, 6.735, 13.923)  -0.06
C (-6.980, 5.387, 13.615)  -0.32
C (-6.054, 5.269, 12.542)  -0.32
C (-5.610, 6.527, 12.171)  -0.10
H (-6.102, 8.405, 12.885)  0.44
H (-7.556, 7.261, 14.676)  0.21
H (-7.514, 4.560, 14.051)  0.22
H (-5.701, 4.377, 12.046)  0.21
H (-4.978, 6.918, 11.390)  0.22
N (-1.647, 11.365, 17.016)  -0.52
C (-1.777, 12.664, 16.569)  -0.09
C (-2.717, 12.673, 15.564)  -0.28
C (-3.213, 11.370, 15.479)  -0.30
C (-2.614, 10.600, 16.411)  -0.09
H (-1.026, 11.044, 17.737)  0.40
H (-1.192, 13.500, 16.918)  0.20
H (-3.044, 13.547, 15.024)  0.23
H (-4.013, 11.083, 14.812)  0.24
H (-2.729, 9.546, 16.606)  0.21
N (-6.932, 14.779, 15.823)  -0.51
C (-7.449, 15.255, 17.002)  -0.07
C (-7.255, 16.597, 17.109)  -0.32
C (-6.514, 16.988, 15.979)  -0.33
C (-6.402, 15.881, 15.180)  -0.05
H (-6.829, 13.834, 15.494)  0.44
H (-8.040, 14.582, 17.606)  0.20
H (-7.641, 17.193, 17.920)  0.21
H (-6.216, 17.978, 15.672)  0.21
H (-5.950, 15.683, 14.219)  0.22
C (-8.252, 8.945, 10.796)  -0.85
S (-9.868, 8.189, 10.355)  1.20
O (-10.900, 8.645, 11.374)  -0.97
C (-10.143, 9.258, 8.860)  -0.80
H (-7.672, 9.461, 10.030)  0.24
H (-7.624, 8.059, 10.933)  0.23
H (-8.251, 9.473, 11.747)  0.28
H (-11.049, 9.006, 8.308)  0.22
H (-9.268, 9.108, 8.228)  0.22
H (-10.252, 10.289, 9.194)  0.24

(2)
The following is a quantum chemistry calculation of a structure of composition C20H34MnN2O3PS at a distorted geometry, from the Open Molecules 2025 dataset.

Its charge is -1. As for the spin multiplicity: 6. Its expectation value of S² is 8.773. For the total energy, the calculation gives -3008.3294 hartree.

Each line ends with the Löwdin spin population.
Element x y z (Å)
Mn (0.274, -0.188, -0.447)  4.42
O (0.943, -2.688, -1.219)  0.03
C (2.017, -2.152, -1.478)  0.01
C (3.248, -2.898, -1.973)  0.00
C (4.225, -1.768, -2.291)  0.00
C (3.460, -0.502, -1.902)  0.01
O (3.921, 0.624, -2.043)  0.00
N (2.231, -0.806, -1.392)  0.03
H (2.977, -3.508, -2.834)  0.00
H (3.588, -3.570, -1.185)  0.00
H (4.495, -1.705, -3.346)  0.00
H (5.151, -1.806, -1.717)  0.00
C (-4.057, -2.455, -1.279)  0.00
C (-2.595, -2.232, -0.905)  0.01
P (-1.876, -0.630, -1.389)  0.06
C (-3.119, 0.570, -0.783)  0.01
C (-2.649, 2.018, -0.956)  0.00
C (-2.152, -0.578, -3.215)  0.01
C (-0.937, 0.007, -3.947)  0.01
H (-4.372, -3.459, -0.988)  0.00
H (-4.226, -2.354, -2.353)  0.00
H (-4.713, -1.747, -0.770)  0.00
H (-1.947, -2.994, -1.345)  0.00
H (-2.446, -2.309, 0.175)  0.00
H (-3.251, 0.356, 0.281)  0.00
H (-4.069, 0.404, -1.295)  0.00
H (-1.643, 2.152, -0.561)  0.00
H (-3.313, 2.709, -0.434)  0.00
H (-2.626, 2.303, -2.013)  0.00
H (-3.046, 0.013, -3.426)  0.00
H (-2.334, -1.599, -3.559)  0.00
H (-0.686, 1.000, -3.569)  0.00
H (-1.114, 0.081, -5.023)  0.00
H (-0.055, -0.615, -3.785)  0.00
C (0.092, 2.452, 2.747)  0.01
C (0.129, 1.133, 3.480)  0.03
C (0.126, 1.112, 4.866)  0.00
C (0.130, -0.075, 5.595)  0.04
C (0.118, -1.271, 4.876)  0.00
C (0.125, -1.301, 3.492)  0.03
C (0.085, -2.601, 2.748)  0.01
C (0.161, -0.090, 2.710)  0.05
N (0.214, -0.118, 1.386)  0.14
H (1.018, 3.029, 2.880)  0.00
H (-0.733, 3.084, 3.098)  0.00
H (-0.040, 2.256, 1.681)  0.00
H (0.116, 2.061, 5.399)  0.00
H (0.138, -0.071, 6.679)  0.00
H (0.100, -2.217, 5.416)  0.00
H (0.164, -3.449, 3.434)  0.00
H (0.881, -2.658, 2.000)  0.00
H (-0.846, -2.699, 2.174)  0.00
C (1.254, 4.336, -0.524)  0.00
S (1.951, 2.814, -1.112)  0.01
C (2.755, 2.291, 0.404)  0.00
O (0.756, 1.907, -1.237)  0.05
H (2.007, 5.125, -0.577)  0.00
H (0.894, 4.197, 0.496)  0.00
H (0.425, 4.561, -1.193)  0.00
H (3.659, 1.747, 0.131)  0.00
H (2.036, 1.617, 0.885)  0.00
H (2.981, 3.151, 1.033)  0.00

Question: Which formula does entry 1 have?
Answer: C20H34ClN4O7S